1.
Computed, not measured: one molecule with the formula C5H9NO, with wB97M-V/def2-TZVPD.

Each line ends with the Mulliken charge.
Atoms and positions in Å:
C  1.294  0.303  0.050  0.70
O  0.337  -0.633  0.337  -0.33
H  0.295  1.859  0.490  0.31
N  1.207  1.563  0.145  -0.67
C  -2.083  -0.875  0.103  -0.65
C  2.542  -0.378  -0.419  -1.02
H  -1.258  0.635  -1.310  0.24
H  3.072  -0.816  0.432  0.25
H  -2.974  -1.016  0.709  0.25
H  3.181  0.358  -0.904  0.33
H  -1.846  -1.686  -0.579  0.24
H  -0.995  0.168  1.749  0.38
H  2.293  -1.187  -1.110  0.29
H  -2.398  1.340  -0.063  0.29
C  -1.741  0.523  -0.343  -0.42
C  -0.927  -0.159  0.713  -0.19

For the energy above the lowest of the compared OMol25 structures with the same formula, charge and spin, the calculation gives 174.3 kJ/mol. The total energy is -8867.4062 eV. The SMILES is [H]/N=C(/C)OC1CC1. Its HOMO-LUMO gap is 0.4112 Eh. As for the net charge: 0. The value obtained for the molar mass is 99.13 Da.

2.
Computed, not measured: a 2-piece molecular cluster, C22H27N2 overall, with wB97M-V/def2-TZVPD.

Each line ends with the Mulliken charge.
Atoms and positions in Å:
C  0.200  -1.325  -1.624  0.64
C  1.000  2.596  4.614  -0.37
H  -4.344  -3.535  0.776  0.42
H  -0.617  -1.576  -2.318  0.55
C  0.210  0.438  2.940  0.92
H  1.634  -0.612  -5.365  0.34
H  0.851  -0.979  1.468  0.27
C  1.931  1.605  4.246  -0.70
H  -2.747  0.144  2.372  0.35
C  -3.660  -1.636  1.587  -0.81
H  1.313  3.446  5.228  0.41
H  -0.665  2.662  -2.780  0.31
H  2.237  -0.274  3.202  0.40
C  -0.044  2.095  -0.123  -0.65
H  0.242  2.378  0.892  0.28
C  0.719  2.868  -1.162  -0.83
H  -1.811  1.235  3.242  0.25
H  1.788  2.743  -0.999  0.32
H  -1.087  3.165  4.579  0.42
H  2.365  -1.235  -1.664  0.34
C  1.543  0.546  3.439  -0.41
C  0.256  0.181  -1.424  0.12
C  -1.096  -2.720  1.440  -0.27
H  2.665  -2.336  -3.867  0.35
N  0.157  0.659  -0.231  0.06
H  1.693  -2.858  -1.715  0.41
H  -0.475  -0.352  -3.977  0.38
H  -0.093  -3.167  1.513  0.41
C  -3.485  -2.937  1.093  -0.46
C  1.649  -0.487  -4.274  -0.59
C  -0.341  2.448  4.230  -0.85
H  -4.670  -1.238  1.708  0.41
C  -2.189  -3.485  1.058  -0.64
H  -2.038  -4.522  0.756  0.42
C  -0.036  -0.596  1.988  -0.32
H  1.034  2.745  -3.294  0.47
H  0.907  -2.485  -4.055  0.29
N  0.445  0.916  -2.551  0.28
H  0.275  1.128  -4.598  0.52
H  -1.121  2.314  -0.257  0.22
C  -2.571  -0.849  1.960  -0.40
H  2.954  1.653  4.614  0.40
C  1.555  -1.840  -2.100  -0.78
C  -0.750  1.372  3.442  0.01
H  -0.045  -1.768  -0.653  -0.99
C  -1.240  -1.344  1.811  0.92
C  0.357  2.362  -2.528  -0.66
H  0.482  3.928  -1.098  0.37
H  2.556  0.087  -4.036  0.31
C  0.403  0.306  -3.883  -1.09
C  1.706  -1.865  -3.622  -0.72

For the energy above the lowest of the compared OMol25 structures with the same formula, charge and spin, the calculation gives 98.0 kJ/mol. The total energy is -26225.2933 eV. Its HOMO-LUMO gap is 0.2283 Eh. As for the net charge: +1. The value obtained for the molar mass is 319.47 Da.

3.
Computed, not measured: a 2-piece molecular cluster, C10H25N4O overall, with wB97M-V/def2-TZVPD.

Each line ends with the Mulliken charge.
Atoms and positions in Å:
H  0.891  0.519  2.958  0.22
N  -2.110  0.173  -1.327  -0.15
H  -2.536  0.863  -0.728  0.26
H  3.583  -0.045  2.073  0.46
H  -1.452  1.366  0.909  0.38
H  0.360  3.862  0.312  0.45
H  -1.033  -3.400  -2.419  0.44
H  -1.535  -2.094  1.342  0.43
H  0.865  0.305  -2.820  0.30
H  -2.595  -0.179  -2.122  0.29
H  -0.449  -0.924  -2.987  0.23
H  2.041  3.797  -0.180  0.26
C  -0.085  1.322  -0.488  1.61
H  3.703  -0.282  0.354  0.41
H  -2.177  -4.114  -1.421  0.35
O  1.551  2.061  -2.130  -0.58
H  0.518  -0.611  0.577  0.26
C  1.362  1.399  2.296  -1.66
H  0.563  2.139  2.245  0.31
C  -0.813  0.466  -1.565  -0.35
C  -2.147  -2.402  0.622  -1.12
C  1.000  0.335  0.013  -1.42
N  -0.849  2.008  0.473  -0.60
N  -1.312  -2.404  -0.565  -0.04
H  2.509  -1.096  1.148  0.42
H  0.606  4.459  -1.240  0.39
H  1.672  -0.125  -0.782  0.30
C  -1.805  -3.151  -1.744  -1.12
N  -0.121  -0.046  -2.577  -0.30
H  2.594  1.811  0.820  0.09
H  -2.487  -3.542  0.870  0.28
H  -3.010  -1.862  0.527  0.38
C  0.896  3.692  -0.535  -1.32
H  1.946  1.893  2.921  0.63
C  3.062  -0.253  1.156  -1.74
H  -1.256  2.868  0.218  0.16
H  -2.450  -2.650  -2.487  0.26
C  0.859  2.386  -1.195  0.37
H  -0.359  -2.569  -0.263  0.23
C  2.065  0.878  1.030  1.23

For the energy above the lowest of the compared OMol25 structures with the same formula, charge and spin, the calculation gives 354.0 kJ/mol. The total energy is -18774.3990 eV. Its HOMO-LUMO gap is 0.3244 Eh. As for the net charge: +1. The value obtained for the molar mass is 217.34 Da.

4.
Computed, not measured: C27H42Cl5GeIrN2OSSi3 as an isolated structure, with wB97M-V/def2-TZVPD.

Each line ends with the Löwdin spin population.
Atoms and positions in Å:
N  -2.552  -3.065  -1.198  0.00
C  4.268  -4.254  -0.034  0.00
N  -0.368  -2.621  -0.870  0.01
H  1.742  4.679  -0.367  0.00
H  -3.198  -4.839  -0.350  0.00
H  2.970  -1.021  3.137  0.00
H  2.162  1.726  4.634  0.00
C  1.341  5.139  0.529  0.00
Si  -2.128  0.894  2.064  -0.01
H  -1.569  4.195  -1.206  0.00
Cl  2.846  2.815  -2.000  0.01
H  -4.705  -2.973  0.401  0.00
C  1.719  0.714  -5.781  0.00
Cl  -0.533  -0.299  -4.720  0.02
Si  -0.353  4.398  0.989  -0.01
C  1.232  1.249  -3.436  0.04
H  -2.705  4.543  0.094  0.00
H  -1.715  5.829  -0.570  0.00
H  1.499  3.067  3.721  0.00
O  0.756  -0.742  -0.134  0.06
C  2.409  1.996  -3.446  0.01
C  -3.907  -2.750  -1.593  0.00
C  -3.620  1.470  1.009  0.00
C  3.327  1.768  1.328  0.00
H  3.340  2.852  1.403  0.00
H  -1.527  -4.372  0.028  0.00
C  1.868  -4.158  -0.125  0.00
H  -5.752  -2.069  -0.696  0.00
S  -1.986  -0.539  -1.619  0.03
H  -1.333  -1.357  1.254  0.00
H  -4.301  -1.313  -0.039  0.00
C  0.704  -1.969  -0.491  0.01
C  4.336  -2.892  -0.281  0.00
Cl  4.702  3.024  -4.462  0.00
C  -2.278  -4.424  -0.764  0.00
C  -4.721  -2.244  -0.404  0.00
C  1.931  -2.784  -0.358  0.00
C  3.034  -4.885  0.034  0.00
H  1.253  6.205  0.341  0.00
C  2.895  1.462  -5.730  0.01
H  1.238  -1.148  3.385  0.00
Ge  -0.161  1.760  0.563  -0.04
Cl  1.291  -0.113  -7.221  0.00
C  0.919  0.626  -4.646  0.02
H  -0.966  5.976  2.829  0.00
C  -0.920  4.894  2.747  0.00
H  -3.293  1.118  4.270  0.00
H  -2.814  -1.540  2.181  0.00
H  -1.288  -1.283  3.003  0.00
H  -1.541  -6.276  -1.574  0.00
C  -1.769  -5.274  -1.924  0.00
H  2.065  5.011  1.326  0.00
C  3.175  -2.156  -0.431  0.00
H  3.295  1.513  0.273  0.00
H  1.930  -1.449  1.799  0.00
H  -1.570  1.206  4.521  0.00
C  2.002  -0.828  2.683  0.00
C  3.244  2.115  -4.549  0.00
H  -2.519  -5.340  -2.711  0.00
H  5.295  -2.402  -0.356  0.00
C  -1.568  -2.162  -1.187  0.00
H  -0.244  4.538  3.517  0.00
C  -1.870  -1.004  2.129  0.00
Si  1.835  1.027  2.262  -0.02
Ir  0.146  0.814  -1.664  0.86
C  1.438  1.993  3.871  -0.01
H  5.178  -4.826  0.083  0.00
C  -2.370  1.522  3.861  0.00
H  0.905  -4.642  -0.071  0.00
H  0.454  1.760  4.259  0.00
H  4.263  1.397  1.735  0.00
H  -2.442  2.603  3.921  0.00
H  -3.884  -2.000  -2.386  0.00
H  2.983  -5.948  0.219  0.00
H  3.216  -1.095  -0.636  0.00
H  -3.430  1.330  -0.052  0.00
H  -4.361  -3.659  -1.993  0.00
C  -1.718  4.776  -0.296  0.00
H  -4.526  0.923  1.261  0.00
H  -0.868  -4.825  -2.334  0.00
H  -3.829  2.523  1.177  0.00
H  -1.911  4.510  2.966  0.00
Cl  3.910  1.581  -7.106  0.00

The total energy is -190137.3426 eV. Its multiplicity is 2. Its HOMO-LUMO gap (spin up / spin down) is 0.1752 / 0.1886 Eh. As for the net charge: +1. The value obtained for the molar mass is 969.06 Da.

5.
Computed, not measured: C10H24ClI2N2P2Yb as an isolated structure, with wB97M-V/def2-TZVPD.

Each line ends with the Löwdin spin population.
Atoms and positions in Å:
I  1.217  4.063  -3.091  0.00
H  -2.018  -0.514  2.855  0.00
P  -1.895  -0.225  -1.316  0.01
H  -3.448  -1.203  0.265  0.00
Yb  0.000  0.000  0.000  0.98
I  2.641  2.062  -3.635  0.00
C  3.184  -0.699  1.434  0.00
H  0.929  -0.374  3.521  0.00
C  -3.453  -0.304  -0.356  0.00
C  -0.466  -2.859  1.346  0.00
N  -0.774  -1.553  1.437  0.00
H  -1.940  -2.597  -1.818  0.00
C  2.569  2.089  1.081  0.00
H  3.610  -0.770  0.430  0.00
H  2.149  0.905  3.797  0.00
H  3.011  2.074  0.082  0.00
H  -1.347  1.243  -3.164  0.00
H  0.780  -2.633  -0.391  0.00
H  2.826  -1.690  1.725  0.00
C  -2.174  1.186  -2.450  0.00
H  -2.184  2.102  -1.854  0.00
N  -1.050  -3.583  2.318  0.00
H  1.794  2.859  1.109  0.00
H  3.345  2.309  1.823  0.00
H  -0.974  -4.613  2.473  0.00
Cl  -0.996  2.004  0.826  0.00
H  0.490  1.327  3.260  0.00
C  -1.585  -1.441  2.503  0.00
H  -3.120  1.078  -2.991  0.00
H  -0.138  -4.185  -0.301  0.00
H  -3.493  0.572  0.296  0.00
C  1.299  0.596  3.179  0.00
H  -1.153  -1.677  -3.111  0.00
H  -2.350  -2.955  3.916  0.00
C  -1.999  -1.685  -2.418  0.00
H  -2.935  -1.683  -2.986  0.00
H  1.302  -3.918  0.765  0.00
H  3.958  -0.371  2.136  0.00
C  0.423  -3.433  0.291  0.00
P  1.775  0.472  1.414  0.01
H  -4.325  -0.319  -1.019  0.00
C  -1.756  -2.700  3.049  0.00

For the energy above the lowest of the compared OMol25 structures with the same formula, charge and spin, the calculation gives 175.9 kJ/mol. The total energy is -92556.7351 eV. Its multiplicity is 2. Its HOMO-LUMO gap (spin up / spin down) is 0.2583 / 0.2478 Eh. As for the net charge: +2. The value obtained for the molar mass is 696.57 Da.

6.
Computed, not measured: one molecule with the formula C24H22N6O4, with wB97M-V/def2-TZVPD.

Each line ends with the Mulliken charge.
Atoms and positions in Å:
N  -3.079  2.476  -0.938  -0.14
H  -8.339  -5.281  1.250  0.33
H  -4.314  -2.229  -0.955  0.46
H  -2.509  4.268  -1.828  0.24
H  3.002  -1.852  -2.526  0.36
C  -5.214  -2.390  -0.385  -0.50
C  7.634  -2.816  0.163  -0.79
C  0.677  3.232  0.400  0.15
N  -5.371  -0.003  0.100  -0.07
H  -6.698  -5.924  1.111  0.32
N  5.933  -1.122  0.346  0.08
C  -4.277  0.463  -0.524  0.71
H  -7.519  -0.683  1.407  0.36
H  -7.674  -5.695  -0.335  0.32
N  1.850  1.441  -0.537  -1.06
C  4.022  0.423  0.050  0.58
C  -2.631  3.844  -0.823  -0.82
C  3.992  -1.456  -2.756  -1.68
H  7.873  -1.054  3.035  0.38
C  -7.438  -5.275  0.643  -1.36
N  2.869  0.575  -0.684  0.42
O  -3.449  -0.158  -1.166  -0.73
C  4.862  -0.681  -0.403  0.05
H  -5.905  0.727  0.571  0.16
H  -2.462  1.801  -1.376  0.30
C  0.407  4.283  1.247  -0.58
C  1.838  2.394  0.313  -0.09
C  -7.527  -2.798  1.083  -0.77
H  5.896  0.086  2.031  0.42
H  -5.231  -4.495  -0.701  0.36
C  -6.895  -3.887  0.496  0.75
H  -3.401  4.404  -0.286  0.38
H  8.075  -3.616  -0.407  0.45
C  4.876  -1.478  -1.558  1.09
H  2.671  -0.103  -1.406  0.33
H  -8.430  -2.949  1.657  0.29
H  4.441  -2.098  -3.510  0.35
C  6.521  -2.156  -0.369  0.32
C  -0.899  4.715  0.940  -0.79
C  -5.735  -3.660  -0.237  -0.72
H  2.640  2.626  1.009  0.45
C  -5.855  -1.308  0.210  0.83
H  3.895  -0.450  -3.161  0.43
H  1.060  4.682  1.996  0.47
H  8.972  -2.910  1.816  0.42
O  4.310  1.139  0.998  -0.70
H  -1.444  5.511  1.405  0.47
C  -4.155  1.981  -0.324  0.41
C  6.409  -0.731  1.548  -0.03
C  -7.018  -1.521  0.945  -0.57
C  8.115  -2.420  1.381  -0.11
C  7.493  -1.367  2.077  -0.77
C  -1.337  3.909  -0.075  0.62
O  -4.981  2.611  0.316  -0.73
O  -0.386  3.016  -0.406  -0.33
N  5.883  -2.358  -1.515  -0.79

For the energy above the lowest of the compared OMol25 structures with the same formula, charge and spin, the calculation gives 0.0 kJ/mol. The total energy is -42376.3159 eV. The SMILES is Cc1ccc(NC(=O)C(=O)NCc2ccc(/C=N/NC(=O)c3c(C)nc4ccccn34)o2)cc1. Its HOMO-LUMO gap is 0.3008 Eh. As for the net charge: 0. The value obtained for the molar mass is 458.48 Da.

7.
Computed, not measured: one molecule with the formula C6H5ClN2O4, with wB97M-V/def2-TZVPD.

Each line ends with the Mulliken charge.
Atoms and positions in Å:
C  -0.336  0.288  -1.556  0.15
N  -1.689  2.076  -0.041  1.06
O  -1.584  2.203  1.119  -0.57
O  -1.910  2.908  -0.896  -0.58
H  1.773  0.483  -1.307  0.47
O  -2.766  0.696  -2.437  -0.52
H  -0.203  1.046  -2.435  0.44
H  1.944  -0.372  0.964  0.42
H  -2.160  -0.453  1.395  0.59
C  -0.247  -0.694  1.118  -0.24
H  -0.290  -1.373  1.964  0.40
O  -3.668  -0.402  -0.872  -0.62
C  0.976  -0.296  0.483  -0.38
C  -1.452  -0.274  0.727  -1.12
C  -1.561  0.599  -0.518  0.55
Cl  -0.679  -1.197  -2.391  -0.14
N  -2.814  0.261  -1.332  0.94
C  0.960  0.106  -0.800  -0.85

For the energy above the lowest of the compared OMol25 structures with the same formula, charge and spin, the calculation gives 392.3 kJ/mol. The total energy is -29987.7303 eV. The SMILES is O=[N+]([O-])C1([N+](=O)[O-])C=CC=C[C@H]1Cl. Its HOMO-LUMO gap is 0.3412 Eh. As for the net charge: 0. The value obtained for the molar mass is 204.57 Da.

8.
Computed, not measured: C17H20BClN4O3PdS2SbSe4 as an isolated structure, with wB97M-V/def2-TZVPD.

Each line ends with the Mulliken charge.
Atoms and positions in Å:
C  -0.554  -0.848  3.532  -0.36
N  1.263  2.449  -1.854  0.65
H  0.245  4.292  -1.557  0.47
Se  0.728  -1.378  -1.440  -0.25
H  5.808  -1.259  1.222  0.33
C  4.824  -1.371  0.768  -0.88
N  0.129  1.782  -3.604  0.23
Se  -3.148  -1.686  -5.465  -0.63
C  -1.397  -1.337  2.537  0.27
H  4.095  -1.627  1.532  0.25
C  -1.716  1.747  2.243  0.53
H  -1.181  3.457  -3.780  0.50
C  -1.142  -2.584  1.939  0.93
O  -0.914  1.560  1.267  -0.97
O  -1.837  2.786  2.879  -0.70
C  0.841  -2.770  3.297  0.66
Se  -1.375  -0.784  -1.740  -0.59
Cl  2.294  -3.647  3.717  -0.27
H  -2.827  -2.465  0.600  0.30
H  -0.343  1.658  -5.634  0.34
C  -0.004  -3.279  2.326  -0.63
H  1.460  2.704  0.401  -0.01
H  2.715  3.772  -0.758  -0.19
O  -2.489  -0.662  2.089  -0.50
C  -0.327  1.011  -4.759  -0.98
B  2.172  2.712  -0.556  0.03
H  0.224  -4.227  1.856  0.47
S  2.009  -0.027  -2.843  -0.30
C  -0.369  2.999  -3.245  -0.45
S  2.088  0.041  1.526  -0.59
N  4.427  -0.120  0.148  0.31
H  0.360  0.187  -4.927  0.30
H  -1.322  0.606  -4.583  0.31
C  1.108  1.447  -2.728  0.04
C  3.260  0.537  0.349  -0.11
C  0.335  3.405  -2.159  -0.71
H  4.853  -2.162  0.019  0.33
N  3.259  1.618  -0.444  0.15
Se  -1.532  -4.538  -3.165  -0.57
C  0.568  -1.569  3.916  -1.02
H  -2.811  0.600  3.709  0.39
H  -3.684  0.940  2.215  0.38
H  -2.590  -4.046  1.345  0.36
C  5.177  0.570  -0.784  -0.52
Pd  0.117  0.090  0.262  2.24
C  -2.720  0.635  2.621  -0.75
H  6.151  0.234  -1.091  0.48
H  1.241  -1.174  4.665  0.36
H  -1.539  -3.523  0.034  0.21
H  4.660  2.438  -1.835  0.47
Sb  -1.157  -2.673  -4.611  0.33
H  -0.732  0.114  3.991  0.32
C  -2.076  -3.180  0.921  -1.38
C  4.445  1.645  -1.143  -0.57

For the energy above the lowest of the compared OMol25 structures with the same formula, charge and spin, the calculation gives 65.2 kJ/mol. The total energy is -336334.7714 eV. Its HOMO-LUMO gap is 0.1970 Eh. As for the net charge: -1. The value obtained for the molar mass is 982.79 Da.

- total energy of number 6 (C24H22N6O4)?
  -42376.3159 eV